Version i
A structure of composition C43H62BrFN4NaO2PSSi, computed with ωB97M-V/def2-TZVPD.

Output
net charge: -2
HOMO (spin up / spin down): -1.0 / -0.3 eV
spin multiplicity: 1

Last column: Mulliken charge in e.
Geometry (Å):
Na -0.4154 -1.6428 1.7086  1.12
C 0.4290 -4.9221 -1.5344  -1.83
C -0.1774 -3.8703 -0.6425  -0.31
N 0.5388 -3.1189 0.2075  0.19
N 1.7615 -3.7310 0.5340  -0.10
C 2.9331 -3.1208 0.6234  -0.15
N 3.8665 -3.8536 1.3460  -0.55
S 3.3598 -1.6877 -0.1530  -0.40
C -1.5638 -3.5904 -0.7570  0.89
C -2.3911 -4.2428 -1.7213  -0.83
C -3.7272 -3.9555 -1.7843  -0.69
C -4.2790 -3.0135 -0.9071  -0.64
C -3.4192 -2.4165 0.0132  -0.29
N -2.1271 -2.6774 0.1241  -0.01
H 1.5148 -4.8978 -1.4669  0.48
H 0.1490 -4.7332 -2.5742  0.39
H 0.0933 -5.9326 -1.2839  0.32
H 1.6502 -4.5320 1.1541  0.38
H 3.5075 -4.3239 2.1746  0.31
H 4.6945 -3.3038 1.5291  0.30
H -1.9658 -4.9799 -2.3880  0.28
H -4.3540 -4.4631 -2.5105  0.35
H -5.3303 -2.7624 -0.9244  0.43
H -3.8017 -1.6884 0.7217  0.29
C -1.6929 2.2336 3.7170  -1.22
Si -2.3036 0.6277 2.8112  0.92
C -3.2081 -0.2120 4.3130  -1.47
C -3.8949 1.4028 1.9913  -1.56
H -2.5364 2.7441 4.2044  0.50
H -1.2121 2.9475 3.0417  0.13
H -0.9661 1.9810 4.4976  0.22
H -3.8753 0.5021 4.8192  0.32
H -2.5035 -0.6023 5.0525  0.31
H -3.8141 -1.0559 3.9703  0.30
H -4.5443 1.7936 2.7879  0.55
H -4.4774 0.6820 1.4099  0.22
H -3.6551 2.2348 1.3206  0.38
Br 6.4465 -0.7814 7.2115  -0.27
C 5.0513 -1.4963 6.1173  0.20
C 4.8225 -2.8634 6.1306  -0.51
C 3.8131 -3.3758 5.3238  -0.48
C 3.0367 -2.5383 4.5333  0.00
C 3.2936 -1.1740 4.5398  0.15
C 4.3055 -0.6378 5.3277  -0.65
C 1.9678 -3.1370 3.6236  -0.08
O 2.0565 -4.3764 3.4442  -0.86
O 1.1780 -2.3575 3.0745  -0.51
H 5.4255 -3.5114 6.7519  0.41
H 3.6127 -4.4367 5.2907  0.44
H 2.7009 -0.5362 3.8948  0.43
H 4.5075 0.4246 5.3220  0.50
F 4.2196 5.8795 2.1059  -0.39
C 3.5741 4.6713 2.1113  0.58
C 2.6367 4.4135 3.0985  -0.66
C 1.9846 3.1954 3.1022  -0.69
C 2.2460 2.2151 2.1152  1.17
C 1.5715 0.9865 2.0753  -1.31
C 3.2199 2.5303 1.1337  -0.21
C 3.8807 3.7424 1.1307  -0.60
H 2.4255 5.1705 3.8425  0.42
H 1.2307 2.9834 3.8498  0.38
H 1.7342 0.3141 1.2425  -0.30
H 0.8626 0.6772 2.8367  0.59
H 3.4448 1.7830 0.3818  0.44
H 4.6249 3.9822 0.3823  0.42
C -4.6477 0.7012 -3.4624  -1.01
C -3.7098 -0.3695 -4.0435  -1.12
C -2.4428 -0.5549 -3.1889  1.30
C -2.0378 0.7479 -2.4969  0.24
C -3.1578 1.1666 -1.5004  -0.43
C -4.5490 0.6896 -1.9419  -0.55
P -0.4587 0.4940 -1.5618  0.98
C 0.7944 0.0364 -2.8880  0.74
C 0.6665 0.6720 -4.2930  -0.80
C 1.2711 -0.2190 -5.3882  -0.95
C 2.5493 -0.8738 -4.8748  -0.84
C 2.2138 -1.8822 -3.7586  -0.89
C 0.9370 -1.4930 -2.9981  1.09
C 0.0799 2.2442 -1.1867  0.39
C -0.0105 3.3139 -2.3111  -0.97
C -1.0340 4.4031 -1.9937  -0.58
C -0.6773 5.1565 -0.7064  -1.14
C -0.1262 4.2026 0.3746  -0.31
C -0.5713 2.7655 0.1116  0.84
H -5.6747 0.5254 -3.7961  0.48
H -4.3627 1.6919 -3.8332  0.32
H -3.4345 -0.1039 -5.0691  0.35
H -4.2413 -1.3244 -4.0952  0.45
H -1.6336 -0.9291 -3.8184  -0.09
H -2.6102 -1.3141 -2.4249  -1.31
H -1.9181 1.5282 -3.2567  0.76
H -3.1739 2.2538 -1.4129  -0.06
H -2.9397 0.7793 -0.5016  -0.45
H -5.3171 1.3154 -1.4820  0.60
H -4.7160 -0.3289 -1.5927  -0.02
H 1.7302 0.3776 -2.4297  0.66
H 1.1877 1.6319 -4.3021  0.34
H -0.3777 0.8820 -4.5408  0.02
H 1.4582 0.3733 -6.2889  0.56
H 0.5594 -1.0018 -5.6695  0.27
H 3.2065 -0.0907 -4.4836  0.31
H 3.0956 -1.3626 -5.6859  0.52
H 3.0418 -1.9459 -3.0467  0.06
H 2.0848 -2.8781 -4.1902  0.52
H 0.9644 -1.9093 -1.9918  -2.02
H 0.0614 -1.9222 -3.4935  0.33
H 1.1401 2.0930 -0.9511  -0.14
H -0.2584 2.8612 -3.2692  0.28
H 0.9700 3.7870 -2.4403  0.41
H -2.0172 3.9398 -1.8851  -0.03
H -1.1142 5.1023 -2.8313  0.54
H -1.5658 5.6752 -0.3364  0.32
H 0.0651 5.9288 -0.9298  0.40
H -0.4434 4.5271 1.3671  0.35
H 0.9697 4.2317 0.3765  -0.13
H -1.6574 2.7281 0.0543  0.17
H -0.3042 2.1117 0.9400  -0.93

---

Version ii
A structure of composition C43H62BrFN4NaO2PSSi, computed with ωB97M-V/def2-TZVPD.

Output
net charge: -2
HOMO: 1.2 eV
spin multiplicity: 1

Last column: Mulliken charge in e.
Geometry (Å):
Na -0.5548 0.1902 -0.0315  0.60
C -4.8192 -0.3652 0.6341  -1.75
C -3.3435 -0.1235 0.9000  -0.24
N -2.3986 -0.9066 0.2997  -0.18
N -2.6520 -1.1993 -1.0004  -0.05
C -2.2753 -2.2796 -1.6631  0.02
N -2.3490 -2.2095 -3.0609  -0.37
S -1.7905 -3.7298 -0.9754  -0.49
C -2.9809 0.8392 1.8240  1.22
C -3.9403 1.4208 2.7221  -1.53
C -3.5774 2.3908 3.5986  -0.48
C -2.2298 2.8030 3.6431  -1.15
C -1.3539 2.1755 2.7762  -0.12
N -1.6552 1.2452 1.8975  0.25
H -4.9707 -1.0077 -0.2326  0.39
H -5.3534 0.5704 0.4622  0.35
H -5.2875 -0.8579 1.4927  0.25
H -3.0057 -0.4282 -1.5765  0.29
H -3.0455 -1.5675 -3.4210  0.17
H -2.4014 -3.1277 -3.4796  0.21
H -4.9553 1.0464 2.7256  0.31
H -4.3110 2.8207 4.2764  0.31
H -1.8812 3.5601 4.3315  0.41
H -0.3037 2.4516 2.7987  0.27
C 4.0428 4.3607 0.3523  -1.29
Si 3.0664 2.8964 -0.4343  0.28
C 3.0779 3.1402 -2.3254  -0.61
C 3.8911 1.2336 -0.0158  -0.32
H 5.0152 4.5041 -0.1098  0.35
H 4.2035 4.2141 1.4150  0.32
H 3.4791 5.2836 0.2412  0.35
H 4.0593 2.9471 -2.7513  0.34
H 2.7719 4.1391 -2.6226  0.32
H 2.3871 2.4361 -2.7798  -0.07
H 4.9095 1.1718 -0.3902  0.56
H 3.3001 0.4538 -0.4845  -0.11
H 3.9057 1.0317 1.0514  -0.23
Br 1.5594 1.0916 -8.2816  -0.26
C 1.2348 0.9364 -6.3980  0.18
C 0.3888 1.8612 -5.7837  -0.70
C 0.1222 1.7121 -4.4467  0.04
C 0.6879 0.6714 -3.6944  -0.54
C 1.5500 -0.2297 -4.3397  0.08
C 1.8144 -0.1123 -5.6844  -0.68
C 0.3488 0.5857 -2.2418  1.23
O -0.6199 1.2713 -1.8347  -1.22
O 1.0488 -0.1254 -1.4850  -0.80
H -0.0417 2.6773 -6.3501  0.41
H -0.5297 2.3967 -3.9262  0.44
H 1.9929 -1.0255 -3.7605  0.48
H 2.4610 -0.8133 -6.1964  0.43
F -0.4971 8.2316 0.6908  -0.38
C -0.0820 6.9260 0.6083  0.43
C -0.3416 6.2109 -0.5442  -0.72
C 0.0876 4.8905 -0.6175  -0.06
C 0.7770 4.3056 0.4396  -0.42
C 1.3087 2.9270 0.3096  1.60
C 1.0123 5.0564 1.5883  -0.19
C 0.5885 6.3776 1.6812  -0.70
H -0.8721 6.6740 -1.3629  0.45
H -0.1272 4.3009 -1.4964  0.47
H 1.3277 2.4386 1.2825  -0.34
H 0.6529 2.3457 -0.3339  -0.74
H 1.5321 4.6094 2.4249  0.39
H 0.7680 6.9689 2.5675  0.42
C 4.9741 -1.7861 4.6547  -0.75
C 4.1146 -0.5482 4.4410  -0.88
C 2.7011 -0.9653 4.0228  -0.61
C 2.6920 -2.1636 3.0584  0.87
C 4.0316 -2.2504 2.3396  -0.19
C 5.1902 -2.4989 3.3137  -1.02
P 1.2761 -1.8915 1.8136  0.12
C -0.2283 -2.4528 2.7855  0.54
C -0.1590 -3.7273 3.6546  -0.84
C -0.3238 -3.4262 5.1441  -0.74
C -1.6691 -2.7561 5.4353  -0.84
C -2.0397 -1.7615 4.3255  -0.88
C -0.7951 -1.2862 3.5909  -0.23
C 1.4032 -3.3155 0.6025  2.08
C 1.7975 -4.7055 1.1321  -0.69
C 2.5441 -5.5187 0.0718  -0.96
C 1.8589 -5.3433 -1.2778  -0.96
C 1.9727 -3.8893 -1.7600  -0.58
C 2.2492 -2.9225 -0.6078  0.17
H 4.4620 -2.4494 5.3556  0.33
H 5.9382 -1.5214 5.0978  0.44
H 4.5747 0.0666 3.6657  0.19
H 4.0673 0.0469 5.3577  0.53
H 2.2064 -0.1114 3.5491  -0.04
H 2.1334 -1.2199 4.9204  0.07
H 2.5267 -3.0874 3.6212  0.62
H 4.1807 -1.3193 1.7938  -0.09
H 4.0139 -3.0580 1.6128  -0.18
H 6.1221 -2.1518 2.8557  0.44
H 5.2996 -3.5729 3.4906  0.33
H -0.9414 -2.6189 1.9679  0.24
H 0.7819 -4.2612 3.5213  0.23
H -0.9559 -4.4096 3.3491  0.48
H 0.4893 -2.7737 5.4704  0.05
H -0.2431 -4.3559 5.7205  0.52
H -1.6042 -2.2413 6.3989  0.33
H -2.4512 -3.5163 5.5220  0.34
H -2.5858 -0.9117 4.7389  0.40
H -2.6900 -2.2408 3.5927  0.30
H -0.0769 -0.8859 4.3067  0.56
H -1.0583 -0.4910 2.8983  -0.45
H 0.3732 -3.3682 0.2239  -0.97
H 0.8889 -5.2491 1.3975  0.35
H 2.4272 -4.6383 2.0230  0.04
H 2.5513 -6.5754 0.3639  0.52
H 3.5858 -5.1915 0.0032  0.29
H 0.8042 -5.5999 -1.1621  0.28
H 2.2952 -6.0250 -2.0154  0.49
H 1.0332 -3.6047 -2.2315  0.05
H 2.7652 -3.7971 -2.5078  0.55
H 1.9684 -1.9186 -0.9181  -1.04
H 3.3152 -2.9161 -0.3718  0.32

---

Which one sits at the top of the stability order? version ii does.

---

Version i
A structure of composition C3H9N2O2P, computed with ωB97M-V/def2-TZVPD.

Output
HOMO (spin up / spin down): -7.3 / -7.4 eV
spin multiplicity: 1

Last column: natural (NBO) charge in e.
Geometry (Å):
C 2.5591 -1.3438 0.0626  -0.23
C -0.3729 0.2928 -1.2595  -0.22
C 0.3819 -0.5630 -0.2406  -0.07
N -1.7379 0.7001 2.2440  0.02
N -1.5389 0.9439 -0.6564  -0.94
O -2.0257 1.1624 3.2978  -0.26
O 1.7274 -0.5865 -0.6917  -0.54
P -1.7681 2.1196 0.5089  0.67
H 3.4551 -1.5127 -0.4098  0.18
H 2.1443 -2.4346 0.2395  0.15
H 2.9097 -0.8382 0.8786  0.17
H 0.3103 1.0075 -1.5963  0.20
H -0.8671 -0.2202 -2.1031  0.20
H -0.1053 -1.5966 -0.1186  0.17
H 0.3798 -0.1072 0.7140  0.18
H -2.3201 0.6666 -1.1936  0.39
H -3.1315 2.3100 0.3242  -0.06

---

Version ii
An isolated molecule of C3H9N2O2P, computed with ωB97M-V/def2-TZVPD.

Output
HOMO: -8.5 eV
spin multiplicity: 1

Last column: natural (NBO) charge in e.
Geometry (Å):
C 1.7576 -1.4574 0.6174  -0.36
C 1.5539 -0.1232 0.4552  -0.24
C 0.7338 0.3483 -0.6327  -0.23
N -2.3100 1.1040 -0.0725  -1.20
N 0.8168 1.7396 -1.0042  -0.84
O -1.2648 -0.9279 1.3288  -1.02
O -1.9936 -1.2242 -1.1708  -1.10
P -1.4120 -0.2447 -0.2064  2.09
H 2.0166 -2.0060 1.5220  0.21
H 1.5003 -2.1616 -0.2256  0.19
H 1.7227 0.5410 1.2748  0.20
H 0.7664 -0.3187 -1.4785  0.22
H -1.9958 1.6693 0.7414  0.41
H -3.3196 0.8073 -0.1425  0.42
H 1.4413 2.3189 -0.3682  0.37
H 1.2408 1.8349 -1.9758  0.37
H -1.2543 -1.8994 1.3374  0.51

---

Which one sits at the top of the stability order? version ii does.